# C4H5NO2

A cluster of 2 separate species, C4H5NO2 in total at a distorted geometry (the ωB97M-V functional and the def2-TZVPD basis, the OMol25 dataset).

Values from the calculation:
Frontier orbital gap ... 9.417 eV
SMILES string ... CC(=O)C=O.C#N

Last column: Löwdin charge in e.
Cartesian coordinates (Å):
C1 0.910 -0.667 0.447  -0.018
C2 -0.042 -0.343 -0.662  -0.395
O1 -1.253 -0.396 -0.593  0.055
C3 0.564 0.117 -1.992  -0.167
O2 1.752 0.204 -2.174  0.088
H1 1.840 -1.076 0.045  0.085
H2 0.441 -1.355 1.153  0.092
H3 1.151 0.259 0.985  0.089
H4 -0.194 0.354 -2.764  0.130
C4 -1.753 0.964 1.846  -0.083
N1 -0.871 1.352 2.484  0.067
H5 -2.545 0.586 1.226  0.058

Atoms 1-6, force components in eV/Å:
C 0.0 -0.1 0.1
C -0.3 0.0 0.1
O 0.5 0.0 -0.1
C 0.4 0.1 -0.2
O -0.6 0.0 0.1
H -0.1 0.1 0.1

***

# C18H35Br2Cl4FKLiMgN2O18PSi2

A structure of composition C18H35Br2Cl4FKLiMgN2O18PSi2 at a distorted geometry (the ωB97M-V functional and the def2-TZVPD basis, the OMol25 dataset).

Values from the calculation:
Total charge ... +1
Frontier orbital gap ... 1.990 eV

Last column: Löwdin charge in e.
Cartesian coordinates (Å):
C1 1.591 -0.665 0.793  -0.092
C2 1.023 0.854 0.740  -0.227
O1 -0.384 0.925 0.386  -0.192
C3 -0.615 1.761 -0.767  -0.164
C4 -0.777 0.820 -2.069  -0.168
O2 -2.079 0.178 -1.996  -0.244
C5 -2.070 -1.141 -2.593  -0.259
Si1 -1.658 -2.399 -1.173  0.580
O3 -1.261 -3.904 -1.928  -0.423
Si2 0.374 -4.401 -1.605  0.685
C6 1.693 -3.281 -2.509  -0.490
O4 2.875 -3.336 -2.095  0.011
N1 1.197 -2.476 -3.658  -0.008
C7 1.915 -1.177 -3.824  -0.515
O5 2.506 -0.541 -2.947  0.119
F1 1.854 -0.556 -5.165  -0.078
P1 -3.270 -2.548 0.344  0.534
O6 -3.238 -1.325 1.297  -0.339
O7 -4.782 -2.487 -0.547  -0.927
O8 -3.114 -4.042 1.282  -0.455
H1 1.646 -1.146 -0.258  0.049
H2 2.618 -0.663 1.288  0.088
H3 0.894 -1.342 1.414  0.076
H4 1.108 1.240 1.826  0.130
H5 1.708 1.414 0.015  0.127
H6 0.170 2.571 -0.936  0.134
H7 -1.633 2.296 -0.639  0.140
H8 0.099 0.088 -2.045  0.102
H9 -0.741 1.432 -3.045  0.146
H10 -3.067 -1.415 -3.108  0.099
H11 -1.200 -1.224 -3.338  0.090
H12 -0.492 -1.849 -0.479  0.009
H13 0.658 -4.381 -0.176  0.007
H14 0.619 -5.758 -2.141  0.004
H15 1.413 -3.067 -4.520  -0.120
H16 -5.186 -1.573 -0.308  -0.197
H17 -2.355 -3.959 1.916  0.111
Mg1 2.737 -2.765 -5.298  0.734
C8 3.326 4.114 3.474  -0.039
O9 3.582 3.624 2.158  -0.007
C9 4.759 4.013 1.643  -0.595
O10 5.575 4.715 2.190  0.115
O11 4.869 3.485 0.413  -0.005
C10 6.082 3.818 -0.262  -0.038
H18 2.352 3.739 3.788  0.092
H19 4.079 3.748 4.175  0.101
H20 3.292 5.206 3.478  0.086
H21 6.946 3.440 0.290  0.102
H22 6.159 4.898 -0.408  0.090
H23 6.062 3.339 -1.241  0.096
C11 1.128 7.645 3.851  -0.157
O12 0.634 6.315 3.777  -0.138
H24 2.217 7.619 3.799  0.074
H25 0.741 8.229 3.013  0.078
H26 0.823 8.100 4.796  0.078
H27 -0.329 6.365 3.826  0.076
C12 -6.600 -3.498 2.564  -1.870
Cl1 -5.054 -3.419 1.691  0.650
Cl2 -7.185 -1.855 2.891  0.624
Cl3 -7.794 -4.369 1.568  0.587
Cl4 -6.363 -4.362 4.100  0.580
C13 2.172 -7.667 -0.054  -0.885
O13 2.643 -8.269 0.900  0.284
O14 2.177 -8.073 -1.232  0.320
O15 1.615 -6.551 0.004  0.212
C14 -2.247 -7.590 1.485  -0.827
O16 -1.636 -6.664 2.101  -0.076
O17 -3.548 -7.663 1.894  0.020
O18 -1.872 -8.380 0.617  0.035
H28 -3.400 -6.934 2.512  -0.015
K1 -5.585 -4.347 -0.500  0.807
Br1 -8.286 1.924 -2.015  0.640
C15 -6.546 1.596 -2.826  -0.679
C16 -6.350 0.129 -3.123  -0.552
Br2 -5.933 -0.878 -1.500  1.061
H29 -5.796 2.003 -2.148  0.060
H30 -6.548 2.177 -3.750  0.068
H31 -5.488 -0.019 -3.776  0.069
H32 -7.225 -0.341 -3.571  0.067
C17 7.699 7.533 1.131  -0.066
C18 7.621 8.022 -0.284  -0.259
N2 7.559 8.406 -1.398  0.104
H33 8.654 7.032 1.298  0.080
H34 7.612 8.374 1.820  0.078
H35 6.889 6.827 1.326  0.051
Li1 -4.250 -5.712 3.379  0.750

Atoms 1-6, force components in eV/Å:
C -0.8 0.0 -0.2
C 1.1 -1.3 1.1
O 1.2 0.9 -1.1
C -1.4 -0.2 -1.1
C 0.6 1.3 0.4
O 0.7 -0.7 -0.4

***

# C6H11N

An isolated molecule of C6H11N at a distorted geometry (the ωB97M-V functional and the def2-TZVPD basis, the OMol25 dataset).

Values from the calculation:
Frontier orbital gap ... 7.586 eV
SMILES string ... C/C=C/C=C/NC

Last column: Löwdin charge in e.
Cartesian coordinates (Å):
C1 -2.485 -1.333 -1.443  -0.152
C2 -1.877 -0.725 -0.187  -0.209
C3 -0.994 -1.401 0.632  -0.155
C4 0.424 -0.921 0.908  -0.149
C5 0.852 0.422 0.749  -0.204
N1 1.964 1.083 1.159  -0.081
C6 2.342 2.218 0.293  -0.095
H1 -2.644 -0.771 -2.453  0.092
H2 -1.938 -2.373 -1.628  0.096
H3 -3.535 -1.721 -1.391  0.047
H4 -1.602 0.325 -0.327  0.055
H5 -1.191 -2.576 0.987  0.145
H6 1.217 -1.629 0.633  0.083
H7 0.213 1.008 -0.129  0.148
H8 2.395 0.632 1.956  0.132
H9 3.307 2.742 0.362  0.083
H10 1.584 2.949 0.629  0.078
H11 1.967 2.072 -0.750  0.084

Atoms 1-6, force components in eV/Å:
C -1.6 -3.2 -1.1
C 2.2 -0.2 -0.4
C -0.1 -1.6 -0.7
C 0.2 2.1 -0.1
C -3.0 -1.0 -3.0
N -0.3 -1.6 -1.0

***

# C18H22Cl2N4O6Sn

A structure of composition C18H22Cl2N4O6Sn at a distorted geometry (the ωB97M-V functional and the def2-TZVPD basis, the OMol25 dataset).

Values from the calculation:
Total charge ... -2
Frontier orbital gap ... 5.656 eV

Last column: Löwdin charge in e.
Cartesian coordinates (Å):
Sn1 0.439 -0.758 -1.377  1.424
Cl1 4.057 -1.169 -2.184  -0.607
Cl2 1.251 -3.255 -4.001  -0.590
O1 -0.004 -2.786 1.070  -0.034
C1 0.980 -3.696 0.903  -0.927
O2 1.535 -3.862 -0.157  -0.005
O3 1.430 -4.267 1.928  -0.081
H1 -0.226 -2.986 1.983  0.087
O4 1.777 2.176 -0.275  0.040
C2 2.655 1.533 0.405  -1.039
O5 3.702 2.036 0.716  -0.001
O6 2.471 0.417 0.871  -0.053
H2 2.238 3.017 -0.324  0.112
N1 -2.375 -3.442 -0.645  0.027
C3 -2.129 -3.666 -1.933  -0.171
C4 -2.482 -2.616 -2.661  -0.132
C5 -2.838 -1.590 -1.727  -0.164
C6 -2.797 -2.184 -0.495  -0.204
H3 -2.267 -4.087 0.125  0.160
H4 -1.872 -4.691 -2.159  0.130
H5 -2.565 -2.663 -3.736  0.099
H6 -3.107 -0.552 -1.857  0.074
H7 -3.192 -1.833 0.447  0.102
N2 -2.971 2.115 -0.101  0.016
C7 -1.610 2.404 -0.132  -0.134
C8 -1.040 1.635 0.857  -0.163
C9 -1.915 0.688 1.272  -0.127
C10 -3.131 0.985 0.680  -0.152
H8 -3.601 2.548 -0.760  0.138
H9 -1.234 3.297 -0.609  0.105
H10 -0.008 1.701 1.169  0.077
H11 -1.587 0.056 2.084  0.112
H12 -4.111 0.551 0.818  0.100
N3 1.237 0.764 -4.188  0.053
C11 0.846 1.799 -3.405  -0.184
C12 -0.561 1.832 -3.304  -0.167
C13 -1.015 0.735 -3.969  -0.203
C14 0.066 0.090 -4.499  -0.213
H13 2.133 0.427 -4.509  0.145
H14 1.599 2.524 -3.134  0.111
H15 -1.223 2.580 -2.893  0.080
H16 -2.031 0.449 -4.199  0.100
H17 0.114 -0.849 -5.030  0.057
N4 2.966 2.206 5.481  -0.005
C15 2.149 2.452 4.424  -0.144
C16 1.586 1.300 3.991  -0.109
C17 2.095 0.357 4.783  -0.135
C18 2.817 0.898 5.799  -0.151
H18 3.596 2.899 5.860  0.142
H19 2.004 3.488 4.155  0.104
H20 0.908 1.193 3.157  0.092
H21 1.783 -0.676 4.723  0.108
H22 3.460 0.477 6.558  0.097

Atoms 1-6, force components in eV/Å:
Sn 2.4 -1.3 0.1
Cl -1.0 0.6 -0.1
Cl -0.7 0.7 0.2
O -1.7 1.0 -0.2
C 4.2 -2.1 1.4
O -1.0 1.3 -3.5

***

# C32H57AsIrN11O2PS2

A structure of composition C32H57AsIrN11O2PS2 (the ωB97M-V functional and the def2-TZVPD basis, the OMol25 dataset).

Values from the calculation:
Total charge ... +1
Frontier orbital gap ... 6.617 eV

Last column: Löwdin charge in e.
Cartesian coordinates (Å):
Ir1 0.291 -0.777 -1.451  1.140
C1 -1.954 -4.406 -2.195  0.013
C2 -1.052 -3.215 -2.237  -0.291
N1 -1.251 -2.185 -1.474  -0.147
O1 -2.350 -2.168 -0.640  -0.018
C3 0.096 -3.147 -3.124  -0.323
C4 0.361 -4.147 -4.205  -0.018
N2 0.890 -2.099 -2.932  -0.288
O2 1.946 -1.980 -3.632  -0.231
H1 -2.997 -4.118 -2.341  0.105
H2 -1.875 -4.903 -1.223  0.104
H3 -1.684 -5.134 -2.954  0.080
H4 -2.509 -3.071 -0.326  0.095
H5 0.851 -5.052 -3.835  0.093
H6 1.026 -3.697 -4.938  0.078
H7 -0.563 -4.447 -4.698  0.084
C5 5.594 -0.401 2.184  -0.108
C6 4.097 -0.113 2.184  -0.221
C7 3.319 -0.991 1.256  -0.591
N3 2.221 -0.643 0.705  -0.028
N4 1.670 -1.622 -0.093  -0.173
C8 2.397 -2.716 -0.122  -0.675
N5 2.035 -3.872 -0.727  0.137
S1 3.826 -2.606 0.828  1.149
H8 6.119 0.338 2.786  0.081
H9 6.004 -0.362 1.174  0.079
H10 5.815 -1.383 2.606  0.070
H11 3.893 0.915 1.881  0.122
H12 3.688 -0.232 3.192  0.113
H13 1.364 -3.792 -1.477  0.060
H14 2.748 -4.569 -0.860  0.106
N6 -1.837 5.071 -2.140  0.186
C9 -1.869 3.965 -2.448  -0.169
C10 -1.897 2.582 -2.835  -0.188
C11 -2.811 2.108 -3.767  0.014
C12 -2.786 0.760 -4.078  -0.021
C13 -1.855 -0.052 -3.460  -0.103
N7 -0.966 0.408 -2.572  -0.110
C14 -0.995 1.706 -2.242  -0.119
H15 -3.521 2.781 -4.229  0.133
H16 -3.482 0.336 -4.787  0.118
H17 -1.806 -1.108 -3.680  0.109
H18 -0.304 2.034 -1.485  0.055
N8 -0.511 0.336 -0.005  -0.357
P1 -0.738 0.538 1.484  0.555
N9 -2.361 0.939 1.714  -0.178
C15 -3.202 1.158 0.528  -0.219
C16 -4.654 1.395 0.925  -0.190
C17 -4.727 2.417 2.053  -0.185
C18 -3.998 1.888 3.304  -0.165
C19 -3.091 0.707 2.957  -0.229
N10 -0.496 -0.678 2.623  -0.189
C20 -1.189 -1.931 2.346  -0.240
C21 -1.303 -2.761 3.616  -0.161
C22 0.094 -3.102 4.180  -0.176
C23 1.181 -2.248 3.522  -0.190
C24 0.733 -0.796 3.423  -0.210
N11 0.230 1.753 2.125  -0.202
C25 0.691 2.761 1.158  -0.232
C26 1.469 3.853 1.875  -0.182
C27 0.566 4.626 2.848  -0.186
C28 -0.510 3.701 3.438  -0.177
C29 0.007 2.268 3.480  -0.213
H19 -3.113 0.318 -0.168  0.086
H20 -2.842 2.049 0.000  0.099
H21 -5.126 0.459 1.236  0.111
H22 -5.201 1.743 0.046  0.111
H23 -5.764 2.661 2.287  0.106
H24 -4.257 3.343 1.710  0.109
H25 -4.715 1.564 4.061  0.111
H26 -3.400 2.683 3.753  0.095
H27 -3.695 -0.209 2.882  0.111
H28 -2.382 0.531 3.760  0.094
H29 -0.660 -2.510 1.571  0.101
H30 -2.173 -1.694 1.938  0.096
H31 -1.874 -3.669 3.414  0.108
H32 -1.874 -2.184 4.347  0.111
H33 0.321 -4.161 4.043  0.106
H34 0.107 -2.919 5.256  0.109
H35 1.410 -2.628 2.522  0.078
H36 2.105 -2.301 4.102  0.116
H37 1.510 -0.175 2.985  0.067
H38 0.554 -0.420 4.439  0.120
H39 -0.154 3.219 0.620  0.111
H40 1.315 2.259 0.418  0.054
H41 1.903 4.530 1.137  0.112
H42 2.303 3.393 2.412  0.106
H43 0.090 5.460 2.328  0.109
H44 1.172 5.059 3.646  0.107
H45 -1.407 3.718 2.814  0.101
H46 -0.804 4.031 4.437  0.113
H47 -0.691 1.616 4.002  0.091
H48 0.946 2.236 4.049  0.118
C30 4.178 -0.303 -4.416  -0.228
As1 2.549 0.612 -3.957  0.808
C31 2.967 2.448 -4.399  -0.262
C32 1.166 0.222 -5.238  -0.219
S2 2.102 0.731 -1.855  0.318
H49 4.733 0.308 -5.127  0.043
H50 3.947 -1.277 -4.834  0.032
H51 4.752 -0.430 -3.501  0.042
H52 3.063 2.550 -5.480  0.044
H53 3.904 2.735 -3.924  0.042
H54 2.173 3.098 -4.034  0.033
H55 1.668 0.034 -6.188  0.054
H56 0.527 1.099 -5.331  0.042
H57 0.586 -0.648 -4.953  0.009

Atoms 1-6, force components in eV/Å:
Ir 0.2 -0.2 -0.5
C 0.0 0.0 -0.1
C -0.1 0.2 -0.2
N 0.6 -0.2 0.7
O 0.0 0.0 -0.1
C -0.1 0.0 0.1

***

# C15H13ClI2LuO6RhS

A structure of composition C15H13ClI2LuO6RhS at a distorted geometry (the ωB97M-V functional and the def2-TZVPD basis, the OMol25 dataset).

Values from the calculation:
Total charge ... +4
Frontier orbital gap (alpha / beta) ... 8.092 / 5.113 eV
Spin multiplicity ... 5

Last column: Löwdin charge in e.
Cartesian coordinates (Å):
I1 -0.438 1.104 -4.414  0.553
I2 -2.187 -1.204 -3.020  0.713
Rh1 0.718 -0.465 1.061  0.592
Lu1 -0.867 0.673 -1.458  1.011
S1 0.893 -1.558 -1.179  0.656
C1 1.832 1.071 0.435  -0.131
C2 0.052 0.558 2.556  -0.123
C3 2.598 -1.630 -1.836  -0.891
C4 2.606 -2.858 -2.746  -0.073
C5 3.568 -1.836 -0.676  -0.080
C6 2.908 -0.365 -2.613  -0.095
C7 -0.902 -1.580 1.023  -0.208
C8 1.875 -1.519 2.241  -0.075
O1 -0.412 1.128 3.450  0.259
O2 2.581 1.922 0.200  0.240
O3 -1.862 -2.224 1.055  0.221
O4 2.490 -2.148 2.990  0.268
H1 3.617 -3.020 -3.139  0.131
H2 1.902 -2.732 -3.576  0.096
H3 2.296 -3.737 -2.171  0.101
H4 4.574 -1.974 -1.095  0.131
H5 3.285 -2.732 -0.112  0.098
H6 3.567 -0.979 0.006  0.060
H7 3.914 -0.479 -3.046  0.132
H8 2.898 0.519 -1.966  0.062
H9 2.172 -0.201 -3.411  0.025
Cl1 -7.175 2.653 3.846  1.045
C9 -5.895 2.463 2.727  -0.535
C10 -4.923 3.469 2.597  0.026
C11 -3.839 3.281 1.735  0.063
C12 -3.780 2.118 0.981  -0.094
C13 -4.755 1.125 1.075  0.046
C14 -5.811 1.284 1.972  0.009
C15 -2.648 1.881 0.052  -0.517
O5 -1.426 1.791 0.477  -0.163
O6 -2.847 1.646 -1.199  -0.146
H10 -5.018 4.377 3.179  0.148
H11 -3.047 4.023 1.634  0.156
H12 -4.662 0.227 0.463  0.142
H13 -6.560 0.503 2.091  0.148

Atoms 1-6, force components in eV/Å:
I 0.0 0.3 0.2
I -0.9 -1.3 -0.8
Rh -0.8 -0.1 -2.8
Lu 0.3 1.8 0.0
S -1.0 0.7 1.5
C 4.2 3.3 -0.2

***

# C7H10CrF3O10S

A structure of composition C7H10CrF3O10S at a distorted geometry (the ωB97M-V functional and the def2-TZVPD basis, the OMol25 dataset).

Values from the calculation:
Total charge ... -2
Frontier orbital gap (alpha / beta) ... 6.925 / 7.510 eV
Spin multiplicity ... 4

Last column: Löwdin charge in e.
Cartesian coordinates (Å):
Cr1 24.721 -17.187 1.384  1.037
C1 25.111 -19.296 4.759  -0.005
C2 25.248 -18.411 3.584  -0.728
O1 25.698 -18.820 2.486  -0.048
O2 24.829 -17.245 3.558  -0.055
H1 24.094 -19.354 5.148  0.078
H2 25.829 -19.042 5.538  0.077
H3 25.288 -20.314 4.412  0.073
C3 22.847 -13.696 -0.001  0.009
C4 23.451 -14.948 0.592  -0.770
O3 23.938 -15.807 -0.043  -0.012
O4 23.645 -15.229 1.792  -0.066
H4 23.580 -13.240 -0.667  0.076
H5 22.612 -12.942 0.750  0.066
H6 21.918 -14.014 -0.474  0.073
C5 20.451 -18.108 0.942  -0.027
C6 21.914 -18.605 0.686  -0.699
O5 22.860 -18.195 1.381  -0.087
O6 22.145 -19.230 -0.375  -0.044
H7 20.367 -17.264 0.257  0.058
H8 20.200 -17.573 1.858  0.053
H9 19.770 -18.920 0.685  0.051
C7 29.041 -17.139 0.607  -0.626
F1 28.657 -18.392 0.853  0.119
F2 30.322 -17.024 0.910  0.131
F3 28.745 -16.961 -0.677  0.116
S1 27.823 -15.906 1.653  0.517
O7 28.137 -14.574 1.195  -0.322
O8 26.473 -16.296 1.301  -0.364
O9 28.057 -16.158 3.039  -0.299
O10 25.240 -18.306 -0.166  -0.354
H10 26.033 -18.132 -0.709  -0.030

Atoms 1-6, force components in eV/Å:
Cr 0.0 -2.7 -2.8
C 0.1 -1.3 0.4
C -0.3 0.8 -1.9
O 0.3 -1.2 -0.4
O -1.3 1.7 1.9
H 0.0 0.7 0.1

***

# C13H10F5NSZn

A structure of composition C13H10F5NSZn at a distorted geometry (the ωB97M-V functional and the def2-TZVPD basis, the OMol25 dataset).

Values from the calculation:
Total charge ... -2
Frontier orbital gap (alpha / beta) ... 3.644 / 3.644 eV

Last column: Löwdin charge in e.
Cartesian coordinates (Å):
C1 -0.688 2.471 -2.185  -0.214
C2 -1.163 1.365 -2.958  -0.226
C3 -0.086 0.429 -3.110  -0.258
C4 1.050 0.956 -2.408  -0.258
C5 0.672 2.211 -1.830  -0.220
Zn1 -0.507 0.417 -0.867  0.357
N1 -1.140 1.092 0.861  -0.199
C6 -2.338 0.425 0.647  -0.622
C7 -2.775 -0.156 -0.734  -0.238
H1 -0.084 -0.469 -3.747  0.084
H2 -2.144 1.293 -3.453  0.083
H3 2.051 0.502 -2.379  0.079
H4 1.336 2.883 -1.279  0.077
H5 -1.252 3.385 -1.945  0.079
H6 -3.382 0.411 -1.481  -0.037
H7 -3.222 1.035 0.865  0.041
H8 -0.698 1.825 1.565  0.030
H9 -2.712 -1.231 -1.043  -0.038
H10 -2.454 -0.506 1.235  0.043
F1 2.911 -1.413 4.507  0.026
C8 2.273 -1.460 3.279  -0.133
C9 2.935 -0.980 2.141  -0.151
F2 4.199 -0.504 2.245  0.064
C10 2.277 -1.044 0.907  -0.242
F3 2.920 -0.581 -0.176  0.053
C11 0.999 -1.632 0.758  -0.590
S1 0.246 -1.782 -0.762  0.671
C12 0.346 -2.020 1.949  -0.244
F4 -0.891 -2.532 1.880  0.061
C13 0.967 -1.966 3.202  -0.149
F5 0.351 -2.423 4.315  0.070

Atoms 1-6, force components in eV/Å:
C 0.2 0.1 -1.0
C 0.9 0.8 -0.9
C 0.1 1.0 -0.8
C 0.1 0.4 -0.6
C -0.1 0.1 -0.8
Zn -1.1 -0.1 0.8

***

Record order is preserved below.
Molar mass: 99.1 1045.6 97.2 580.0 990.1 888.5 395.2 372.7 g/mol